1.
Molecular formula: C17H31Cl2NO3OsP2
Method: DFT, the ωB97M-V functional and the def2-TZVPD basis

Last column: Löwdin charge in e.
Positions of all 57 atoms, in Å:
Os -0.86084 -0.65626 0.40231  0.915
P -1.89483 -1.10059 -1.53359  0.594
P 0.88000 0.12132 1.65575  0.639
N 0.23921 -2.18257 0.07792  -0.202
H 0.60006 3.99500 -0.79585  0.052
C -1.20981 -0.77496 -3.20521  -0.229
H -1.96238 -1.00053 -3.97594  0.056
H -0.34069 -1.42553 -3.36647  0.049
H -0.90214 0.27200 -3.30740  0.008
C -3.52253 -0.26425 -1.58230  -0.279
H -4.16496 -0.75380 -2.32713  0.039
H -3.38850 0.79419 -1.84400  0.035
H -3.98228 -0.34147 -0.58862  0.035
C -2.32952 -2.88273 -1.64867  -0.274
H -3.14147 -3.02583 -2.37400  0.041
H -2.65037 -3.23377 -0.66021  0.038
H -1.44694 -3.45321 -1.96633  0.040
C 2.42885 0.72897 0.88181  -0.220
H 3.07667 1.16300 1.65710  0.054
H 2.20865 1.52304 0.15505  0.028
H 2.93523 -0.11172 0.39517  0.045
C 0.43015 1.54284 2.70924  -0.253
H 1.32604 1.94470 3.19868  0.049
H -0.29712 1.19916 3.45248  0.044
H -0.02155 2.32601 2.08549  0.018
C 1.52188 -1.11398 2.83541  -0.277
H 2.18142 -0.61784 3.56007  0.045
H 2.08179 -1.87948 2.28449  0.039
H 0.67769 -1.58168 3.35325  0.037
C 0.55387 -3.43963 0.31152  -0.453
C 1.81670 -5.46377 -0.25860  -0.111
C 1.53890 -4.13354 -0.48891  -0.040
C -0.07764 -4.18363 1.36184  -0.056
C 0.22667 -5.51495 1.56897  -0.106
C 1.16905 -6.17215 0.76643  -0.103
H 2.55265 -5.98117 -0.88362  0.102
H 2.02290 -3.54628 -1.26914  0.101
H -0.81113 -3.64486 1.97247  0.098
H -0.27816 -6.05824 2.37130  0.102
H 1.39522 -7.22994 0.94184  0.099
C -0.63970 2.56658 -0.67684  -0.616
O -0.55548 1.40657 -0.13940  -0.388
C -0.46383 2.59799 -2.16999  -0.058
H -0.24689 3.59055 -2.57166  0.077
H -1.41281 2.27748 -2.63140  0.069
H 0.32040 1.88502 -2.45193  0.087
C -1.52911 3.58684 -0.01805  -0.058
H -1.08860 4.58902 0.02755  0.010
H -1.77100 3.29248 1.00862  0.080
H -2.46843 3.66686 -0.58884  0.082
Cl 1.09170 6.42559 -0.98559  0.647
C 1.51697 5.85451 0.65409  -0.951
Cl 0.18451 5.94313 1.82613  0.664
C 1.97035 4.41109 0.63512  -0.629
O 2.81883 3.99794 1.38172  0.110
O 1.35598 3.60480 -0.25555  -0.003
H 2.33637 6.46171 1.03342  0.075

* spin multiplicity: 5
* frontier orbital gap (alpha / beta): 5.446 / 6.868 eV
* <S²>: 6.0565

2.
Molecular formula: C2H3NO3P
Method: DFT, the ωB97M-V functional and the def2-TZVPD basis

Last column: Löwdin charge in e.
Positions of all 10 atoms, in Å:
C -0.99578 1.23688 0.11601  -0.544
C -2.96499 -0.05877 0.02241  -0.695
N -0.62697 0.02333 -0.17793  -0.269
O -3.33202 -0.11646 -1.10319  0.066
O -2.21232 1.48947 0.25543  -0.029
O -2.98268 -0.57786 1.10841  0.039
P 1.12503 -0.10690 -0.02652  0.700
H -0.16838 1.95594 0.44075  0.086
H 1.12306 -0.55385 1.25780  -0.162
H 1.45360 -1.33051 -0.48237  -0.191

* spin multiplicity: 1
* frontier orbital gap: 8.783 eV
* charge: -1
* structure (SMILES): O=C([O-])O/C=N/P

3.
Molecular formula: C4H12
Method: DFT, the ωB97M-V functional and the def2-TZVPD basis

Last column: Löwdin charge in e.
Positions of all 16 atoms, in Å:
C 1.71903 2.13038 -0.08405  -0.175
C 0.30251 1.98182 -0.63313  -0.164
H 2.39692 1.27904 -0.14770  0.063
H 2.09855 3.07241 -0.49439  0.061
H 1.68002 2.31793 0.99424  0.057
H 0.36136 1.92920 -1.73296  0.069
H -0.37851 2.74489 -0.27291  0.067
H -0.05936 0.96366 -0.43716  0.015
C -1.26333 -2.76744 0.52548  -0.165
C -0.76953 -1.34556 0.18187  -0.188
H -1.78830 -3.42134 -0.17145  0.057
H -0.36566 -3.29487 0.81982  0.056
H -2.06007 -2.58865 1.25831  0.064
H -0.38061 -1.22630 -0.83694  0.062
H -1.60768 -0.65533 0.24709  0.061
H 0.07129 -1.15668 0.83369  0.061

* spin multiplicity: 1
* frontier orbital gap: 12.365 eV
* structure (SMILES): CC.CC

4.
Molecular formula: C8H14Cl21O6P2S2
Method: DFT, the ωB97M-V functional and the def2-TZVPD basis

Last column: Löwdin charge in e.
Positions of all 53 atoms, in Å:
O -0.06219 2.14320 1.03516  -0.285
P 0.46115 0.74452 1.09348  0.532
O 1.68131 0.55994 2.22991  -0.128
O 0.94385 0.15754 -0.41242  -0.170
C -0.88534 -0.47323 1.65712  -0.442
S -2.30032 -0.46531 0.45391  0.596
S -2.57297 -2.48109 -0.05216  0.461
P -3.93816 0.31386 1.61449  0.372
O -3.51401 1.48718 2.46700  -0.287
O -4.36895 -0.91097 2.68096  -0.206
O -5.24372 0.76698 0.70927  -0.109
H 1.70093 -0.36922 2.51301  0.078
H 0.96172 -0.80700 -0.28924  0.075
H -0.44177 -1.48454 1.80275  0.078
H -1.24865 -0.07077 2.63961  0.086
H -3.04949 -2.51483 -1.35522  -0.089
H -3.52006 -1.13158 3.10002  0.068
H -4.90183 1.24624 -0.06765  0.101
C -6.58360 0.28927 5.74398  -1.523
Cl -5.41255 -0.95801 6.19900  0.519
Cl -6.73638 1.49446 7.02374  0.548
Cl -6.11405 1.05392 4.22062  0.572
H -7.54883 -0.18516 5.60479  0.017
C 3.72801 1.37138 -1.87271  -1.554
Cl 4.86823 0.10350 -1.39663  0.508
Cl 3.61885 2.62097 -0.62842  0.529
Cl 4.19262 2.07832 -3.42042  0.533
H 2.74917 0.92004 -1.98672  -0.064
C 0.81909 1.47714 -5.30622  -1.517
Cl -0.77816 0.94099 -5.84273  0.528
Cl 0.81473 1.79750 -3.56692  0.526
Cl 2.04806 0.27458 -5.70812  0.513
H 1.06049 2.40013 -5.82268  0.022
C -2.64779 -6.57773 0.75816  -1.518
Cl -0.94301 -6.93899 1.03611  0.547
Cl -3.34582 -5.74460 2.15186  0.528
Cl -2.84544 -5.60389 -0.70886  0.503
H -3.17848 -7.51351 0.61725  0.024
C 3.30612 -3.75934 -5.04725  -1.550
Cl 3.50001 -2.45655 -3.86644  0.481
Cl 3.86048 -3.23815 -6.64111  0.531
Cl 4.17559 -5.20657 -4.52608  0.530
H 2.25154 -4.00213 -5.11643  0.012
C 1.54505 5.87817 -1.73324  -1.542
Cl 1.60951 5.77468 -3.49748  0.514
Cl 0.82108 7.40766 -1.22604  0.536
Cl 0.64797 4.51115 -1.06213  0.501
H 2.56024 5.83853 -1.35282  0.009
C 5.54463 1.86919 3.07049  -1.545
Cl 6.24479 3.39655 2.52550  0.533
Cl 5.42876 0.72545 1.72666  0.479
Cl 6.49479 1.18421 4.39430  0.530
H 4.54286 2.06591 3.43696  0.009

* spin multiplicity: 1
* frontier orbital gap: 7.173 eV
* charge: +1

5.
Molecular formula: C27H31FMnNO6P
Method: DFT, the ωB97M-V functional and the def2-TZVPD basis

Last column: Löwdin charge in e.
Positions of all 68 atoms, in Å:
Mn -0.11363 0.35567 0.32584  0.911
C 1.40458 -2.59949 6.77226  -0.016
C 1.65281 -3.57585 5.63183  -0.294
C 1.15520 -4.98663 5.90272  -0.128
C -0.35715 -5.00011 6.06025  -0.123
C -1.02015 -4.31948 4.89314  -0.119
C -2.32274 -4.60115 4.55455  0.071
C -2.92058 -3.98000 3.45901  -0.249
F -4.19404 -4.29187 3.18087  0.085
C -2.25523 -3.09038 2.66938  0.082
C -0.92436 -2.78555 2.98933  -0.036
C -0.18934 -1.84203 2.16336  -0.255
O -0.78475 -1.31476 1.17109  -0.078
C 1.15107 -1.58885 2.51443  -0.017
C 1.67711 -2.22130 3.62248  0.057
N 1.00710 -3.06665 4.39219  0.032
C -0.31600 -3.38863 4.09755  -0.057
C 2.10443 -0.71617 1.76290  -0.516
O 3.28020 -0.70815 2.03816  0.109
O 1.63536 -0.00443 0.74974  -0.157
H 1.85403 -2.98114 7.68930  0.096
H 0.33904 -2.44967 6.94838  0.088
H 1.84767 -1.62780 6.55442  0.089
H 2.71750 -3.60764 5.40051  0.150
H 1.64421 -5.36182 6.80151  0.128
H 1.45237 -5.63639 5.07654  0.132
H -0.64724 -4.49989 6.98781  0.126
H -0.72681 -6.02265 6.13478  0.128
H -2.89784 -5.31826 5.12669  0.141
H -2.72606 -2.62740 1.81549  0.134
H 2.70560 -2.02213 3.89711  0.158
C 1.76861 2.51153 -1.79581  -0.221
P 0.88385 0.94125 -1.85493  0.939
C 2.11714 -0.27522 -2.37620  -0.218
C -0.33664 1.06115 -3.18554  -0.364
C -0.88047 -0.10078 -3.73157  -0.095
C -1.87258 -0.02444 -4.69599  -0.078
C -2.34366 1.21347 -5.11463  -0.079
C -1.81902 2.37402 -4.56484  -0.070
C -0.81895 2.29938 -3.60411  -0.080
H 1.11805 3.30529 -1.43760  0.039
H 2.17441 2.74662 -2.78026  0.067
H 2.58144 2.40910 -1.07659  0.066
H 2.56780 0.01154 -3.32630  0.065
H 1.66621 -1.26209 -2.47231  0.049
H 2.88071 -0.33351 -1.60090  0.053
H -0.53177 -1.07604 -3.41232  0.107
H -2.27676 -0.93271 -5.12318  0.112
H -3.11295 1.27236 -5.87328  0.111
H -2.17724 3.34143 -4.89146  0.111
H -0.41436 3.21526 -3.19286  0.103
C -0.35163 3.50681 2.82499  0.024
C -0.33572 2.38136 1.83652  -0.671
O -0.09307 2.59769 0.61711  -0.078
O -0.58551 1.19007 2.21003  -0.055
H 0.59034 4.05062 2.76711  0.094
H -0.51206 3.13945 3.83415  0.086
H -1.14368 4.20808 2.55870  0.091
C -3.98864 0.51990 -1.53534  0.036
C -2.98891 0.98742 -0.53156  -0.374
C -3.30532 2.04110 0.47041  0.031
O -1.86526 0.48672 -0.57919  -0.063
H -4.97608 0.94255 -1.37927  0.092
H -4.02647 -0.56955 -1.51186  0.109
H -3.61496 0.80273 -2.52435  0.088
H -4.32207 2.40964 0.38396  0.093
H -2.58565 2.85351 0.34693  0.100
H -3.13263 1.62125 1.46525  0.110

* spin multiplicity: 5
* frontier orbital gap (alpha / beta): 7.483 / 8.460 eV
* <S²>: 6.0712
* charge: +1

6.
Molecular formula: C34H28N4P2PdS3
Method: DFT, the ωB97M-V functional and the def2-TZVPD basis

Last column: Löwdin charge in e.
Positions of all 72 atoms, in Å:
Pd -0.99953 0.54938 0.98521  0.263
S -2.43616 2.60997 1.57116  0.623
C -3.67038 1.45950 1.29441  -1.168
S -3.26907 0.38121 0.00058  0.690
C -4.83815 1.37570 2.03272  -0.388
C -5.66012 0.23507 1.91057  -0.257
N -6.26644 -0.74711 1.84641  0.144
C -5.16220 2.31010 3.04999  -0.248
N -5.44999 3.05184 3.88274  0.153
C 1.90196 1.53272 -2.21871  -0.150
N 1.26284 1.05772 -0.98396  -0.519
P 0.10277 -0.19195 -1.01199  0.939
C 1.13582 -1.50474 -1.78955  -0.316
C 1.99746 -2.25723 -0.99363  -0.099
C 2.90076 -3.13892 -1.56606  -0.078
C 2.94783 -3.28645 -2.94383  -0.079
C 2.06521 -2.57483 -3.74281  -0.068
C 1.16002 -1.69336 -3.17088  -0.090
C -1.12922 0.05375 -2.33529  -0.435
C -1.99143 -1.03186 -2.51366  -0.179
C -3.01616 -0.96358 -3.43941  -0.080
C -3.16709 0.17676 -4.21867  -0.077
C -2.31481 1.25437 -4.04250  -0.069
C -1.30900 1.20563 -3.08546  -0.082
P 0.96029 2.29000 0.23025  0.972
C 2.68007 2.94096 0.40826  -0.369
C 3.80262 2.12128 0.29736  -0.111
C 5.06808 2.62480 0.54512  -0.078
C 5.22517 3.94912 0.93609  -0.087
C 4.11438 4.76898 1.05355  -0.085
C 2.84744 4.26859 0.78268  -0.103
C 1.04198 1.27912 1.78868  -0.492
C 0.55071 1.90919 2.94626  -0.145
C 0.66324 1.29594 4.18204  -0.083
C 1.25583 0.04683 4.28819  -0.080
C 1.77787 -0.57486 3.15976  -0.085
C 1.67485 0.03332 1.92333  -0.132
H 1.68282 0.86067 -3.04389  0.068
H 2.98288 1.58006 -2.08638  0.071
H 1.55671 2.53493 -2.49064  0.079
H 1.95838 -2.16019 0.08459  0.081
H 3.56852 -3.71048 -0.93439  0.106
H 3.65978 -3.96495 -3.39519  0.106
H 2.07996 -2.70085 -4.81762  0.108
H 0.46673 -1.15436 -3.80185  0.105
H -1.85706 -1.91806 -1.90226  0.102
H -3.70125 -1.79477 -3.54747  0.108
H -3.96559 0.22843 -4.94711  0.105
H -2.42968 2.14157 -4.65153  0.107
H -0.68415 2.07230 -2.90985  0.099
H 3.68415 1.07691 0.03168  0.096
H 5.93831 1.98872 0.44011  0.104
H 6.21123 4.33714 1.15619  0.102
H 4.23768 5.80147 1.35443  0.103
H 1.98053 4.91303 0.87887  0.099
H 0.09702 2.88915 2.86002  0.082
H 0.26563 1.78486 5.06128  0.116
H 1.31180 -0.44594 5.24944  0.112
H 2.26209 -1.53924 3.24952  0.109
H 2.11603 -0.42427 1.04878  0.063
S -1.95321 -0.81460 3.07313  0.663
C -2.23349 -2.16117 2.07556  -0.758
N -3.48529 -2.65881 1.92418  0.070
C -3.78047 -3.73575 1.16394  -0.068
C -2.79908 -4.43733 0.53912  -0.067
C -1.46550 -4.00027 0.69379  -0.057
C -1.19009 -2.88910 1.43820  -0.112
H -4.26796 -2.11350 2.29012  0.113
H -4.82661 -3.99660 1.09317  0.134
H -3.03443 -5.30976 -0.05124  0.105
H -0.66338 -4.55269 0.21852  0.112
H -0.18040 -2.54348 1.59580  0.082

* spin multiplicity: 1
* frontier orbital gap: 5.751 eV

Table of energy above the lowest of the compared OMol25 structures with the same formula, charge and spin (kJ/mol), in record order: 0.0, 262.5, 61.8, 0.0, 0.0, 192.8